1.
Formula: C38H38Cl4CsN3O9Te
Source: the Open Molecules 2025 dataset
Level of theory: ωB97M-V with the def2-TZVPD basis set

Last column: Mulliken charge in e.
Element x y z (Å)
Cs1 -2.150994 1.297937 -0.588731  0.962
C1 2.348025 2.275734 -3.062327  -0.659
C2 1.642590 0.966752 -2.706149  0.035
O1 1.158680 0.836290 -1.419926  -0.222
C3 1.255496 -0.556840 -0.911183  -1.002
C4 2.518458 -0.954495 -0.221576  0.403
O2 3.547283 -0.937870 -1.179737  -0.258
C5 4.820815 -1.074632 -0.553350  0.244
C6 5.874585 -0.909026 -1.586378  -0.960
O3 5.902534 0.449235 -2.038060  -0.359
C7 5.192434 0.773059 -3.258676  -0.176
C8 4.728423 2.234954 -3.083923  -0.740
O4 3.548746 2.551384 -2.441463  -0.224
H1 1.750872 3.125125 -2.762427  0.277
H2 2.366497 2.264947 -4.165196  0.415
H3 2.341076 0.173558 -2.778272  0.204
H4 0.800471 0.882533 -3.438065  -0.142
H5 1.146951 -1.136436 -1.854491  0.379
H6 0.318700 -0.755044 -0.308280  0.166
H7 2.235298 -1.920047 0.163432  0.338
H8 2.675361 -0.231041 0.544657  0.017
H9 4.757080 -2.094868 -0.080927  0.237
H10 4.842968 -0.414779 0.317619  -0.097
H11 5.744104 -1.622590 -2.366795  0.406
H12 6.810128 -1.118762 -1.017108  0.374
H13 4.369963 0.102018 -3.449699  0.206
H14 5.848699 0.710362 -4.102675  0.412
H15 4.743290 2.641853 -4.105030  0.350
H16 5.432785 2.786796 -2.486513  0.315
O5 -4.269553 -3.163962 5.115587  -0.558
C9 -2.978102 -3.016839 5.383469  0.183
O6 -2.466091 -3.806642 6.163498  -0.664
C10 -2.290831 -1.889177 4.700689  0.554
C11 -0.968228 -1.996796 4.327640  -0.921
C12 -0.273882 -0.946599 3.680100  0.127
C13 -0.967058 0.218964 3.440336  0.045
C14 -2.328499 0.343479 3.895635  -0.411
C15 -2.935710 -0.643894 4.635078  -0.520
N1 -0.572882 1.316907 2.641719  -0.071
C16 0.568564 1.846439 2.535778  -0.608
C17 0.830575 3.058432 1.667697  0.373
C18 2.121686 3.365133 1.324920  0.330
C19 2.409553 4.491382 0.479104  -0.733
C20 1.259931 5.097532 -0.043268  -0.287
C21 0.001528 4.733673 0.426860  -0.350
N2 -0.234456 3.705716 1.213744  -0.370
H17 -4.541173 -2.711834 4.252806  0.599
H18 -0.551876 -2.983679 4.380732  0.398
H19 0.751743 -1.203312 3.261138  0.308
H20 -2.825403 1.297807 3.812414  0.428
H21 -3.941616 -0.553754 5.002196  0.404
H22 1.427122 1.497855 3.145742  0.480
H23 2.904359 2.732930 1.730556  0.312
H24 3.428572 4.692465 0.173912  0.443
H25 1.384207 5.944890 -0.740486  0.332
H26 -0.876261 5.305074 0.061520  0.337
N3 -4.820457 0.017862 -0.099705  -0.482
C22 -4.771362 -0.926907 0.680965  0.683
H27 -5.365247 -0.166257 -0.968603  0.061
Cl1 -2.093758 -0.159758 -4.712032  -0.300
C23 -2.458981 1.493661 -4.152705  1.100
C24 -1.539550 2.478974 -4.590763  -0.811
C25 -1.711900 3.798614 -4.228178  -0.460
C26 -2.865677 4.143011 -3.539671  -0.624
C27 -3.806731 3.195699 -3.176496  -0.348
C28 -3.722713 1.804164 -3.510267  -0.054
C29 -4.714392 0.801379 -3.284644  -1.321
H28 -0.618539 2.030493 -4.918606  0.394
H29 -1.057257 4.628321 -4.375278  0.360
H30 -3.032711 5.083389 -3.065479  0.358
H31 -4.653496 3.466310 -2.578071  0.351
H32 -5.718842 0.993121 -2.901203  0.357
H33 -4.450139 -0.287653 -3.459140  0.137
O7 -5.026820 -1.882287 2.954807  -0.947
C30 -4.642871 -1.683893 1.768043  -0.214
Te1 -2.633055 -2.543183 1.012917  0.012
C31 -3.569716 -4.356638 0.505474  0.476
C32 -4.888175 -4.550991 0.743940  -0.273
C33 -5.436348 -5.800677 0.484335  -0.684
C34 -4.698873 -6.820731 -0.082351  -0.357
C35 -3.369307 -6.625398 -0.384468  -0.495
C36 -2.809753 -5.408088 -0.083575  -0.470
H34 -5.426411 -3.770190 1.239357  0.470
H35 -6.452489 -6.002755 0.724029  0.379
H36 -5.227532 -7.773078 -0.374623  0.242
H37 -2.737502 -7.415884 -0.861135  0.289
H38 -1.741567 -5.203102 -0.372540  0.193
Cl2 5.914920 -0.645973 5.200913  -0.164
C37 5.407212 -0.414183 3.481594  0.519
Cl3 4.431856 -1.767372 2.988363  -0.143
Cl4 6.966010 -0.340555 2.497733  -0.201
C38 4.449793 0.923038 3.269678  0.116
O8 3.939183 0.991824 2.155172  -0.463
O9 4.315654 1.617394 4.284340  -0.746

Cartesian forces (eV/Å) of the 2 atoms listed first:
0.19 0.09 -0.06
-1.44 -0.17 0.06

## Properties
- LUMO energy: 3.347 eV
- Net charge: -2
- Frontier orbital gap: 4.871 eV
- ΔE to the lowest compared entry with this formula, charge and spin: 0.0000 eV

2.
Formula: C38H38F5N2O5SSeSn
Source: the Open Molecules 2025 dataset
Level of theory: ωB97M-V with the def2-TZVPD basis set

Last column: Mulliken charge in e.
Element x y z (Å)
Sn1 0.217174 -0.452579 -0.293570  1.811
C1 0.799592 -3.687653 1.308613  -2.279
C2 1.614615 -2.424297 1.283909  0.529
C3 2.653721 -2.256958 0.351308  1.252
C4 2.881175 -3.352057 -0.641900  -1.508
C5 3.456791 -1.106774 0.397535  0.969
C6 4.672076 -1.011777 -0.492694  -2.358
C7 3.158738 -0.083011 1.316078  1.776
C8 3.943641 1.202140 1.302209  -2.401
C9 2.145877 -0.264712 2.273577  0.303
C10 1.911524 0.752963 3.363717  -1.879
C11 1.395818 -1.446731 2.279908  1.554
C12 0.407200 -1.753645 3.370744  -2.229
H1 1.248115 -4.413030 1.992899  0.408
H2 0.738333 -4.160203 0.332526  0.473
H3 -0.216576 -3.508570 1.654747  0.350
H4 3.116358 -4.294364 -0.140753  0.412
H5 3.674090 -3.130307 -1.344493  0.340
H6 1.976212 -3.536213 -1.216715  -0.305
H7 4.434293 -0.608820 -1.479897  0.316
H8 5.121818 -1.989912 -0.638115  0.498
H9 5.437518 -0.382112 -0.051155  0.505
H10 4.638284 1.257748 2.143014  0.380
H11 3.277152 2.061779 1.369554  0.271
H12 4.515439 1.321287 0.388940  0.526
H13 2.268675 0.368323 4.322337  0.467
H14 0.853865 0.981892 3.486853  0.273
H15 2.432354 1.684212 3.174695  0.368
H16 -0.620301 -1.751232 3.005528  0.203
H17 0.459521 -1.042494 4.188645  0.508
H18 0.600984 -2.746080 3.779072  0.485
C13 -1.690696 3.955750 2.521264  -0.614
C14 -0.441497 4.364629 1.758055  -1.018
N1 -0.582600 4.145092 0.317575  0.252
C15 -1.113379 5.296422 -0.433354  -0.726
C16 -0.001463 6.172795 -0.981148  -1.183
C17 -0.276763 3.022015 -0.329765  0.348
S1 0.403607 1.773706 0.739518  -0.548
N2 -0.472865 3.015688 -1.630753  -0.106
C18 -0.287382 1.968062 -2.425764  -0.014
O1 0.068347 0.806995 -2.072240  -0.667
C19 -0.510305 2.229815 -3.867448  0.633
C20 -0.904394 3.493977 -4.305914  -0.198
C21 -1.113656 3.730900 -5.652410  -0.768
C22 -0.930796 2.708258 -6.573410  -0.346
C23 -0.539347 1.448181 -6.144114  -1.040
C24 -0.330999 1.210238 -4.797721  -0.044
H19 -1.559802 4.148601 3.585897  0.413
H20 -1.898630 2.895763 2.388021  -0.104
H21 -2.560050 4.518533 2.181789  0.401
H22 0.436094 3.835331 2.126680  0.420
H23 -0.238805 5.429266 1.878227  0.461
H24 -1.746216 5.843768 0.265724  0.447
H25 -1.742695 4.918815 -1.234133  0.481
H26 0.658110 6.523459 -0.186667  0.401
H27 -0.423317 7.046580 -1.475938  0.373
H28 0.593872 5.619475 -1.706376  0.282
H29 -1.043836 4.284009 -3.583833  0.308
H30 -1.420636 4.712750 -5.985090  0.429
H31 -1.095026 2.895016 -7.626129  0.408
H32 -0.398922 0.650717 -6.860587  0.424
H33 -0.030497 0.226408 -4.463576  0.147
F1 1.110036 -7.365272 -4.807960  -0.271
C25 1.043151 -6.128045 -4.357932  0.601
C26 2.194520 -5.347949 -4.319638  0.200
F2 3.345917 -5.858879 -4.734132  -0.276
C27 2.115755 -4.051679 -3.847714  0.666
F3 3.236667 -3.338355 -3.816802  -0.345
C28 0.904876 -3.499606 -3.412272  -0.888
Se1 0.793599 -1.708091 -2.902698  0.245
C29 -0.231126 -4.315368 -3.456224  0.649
F4 -1.403999 -3.857274 -3.043722  -0.243
C30 -0.173733 -5.616678 -3.924403  0.113
F5 -1.257098 -6.378441 -3.964724  -0.270
O2 -3.700047 -1.480551 -0.152145  -0.550
C31 -2.892948 -1.098724 0.643872  -0.339
O3 -1.614014 -0.836017 0.255599  -0.145
C32 -3.172023 -0.879541 2.084035  0.224
C33 -2.491342 0.071916 2.828787  0.198
C34 -2.780917 0.286631 4.178256  -1.122
C35 -3.754848 -0.509709 4.730358  0.835
O4 -4.199580 -0.516391 6.009727  -0.506
C36 -5.233940 -1.508683 6.073209  -0.269
O5 -5.353994 -2.091398 4.774031  -0.496
C37 -4.444293 -1.459956 3.984209  1.044
C38 -4.190756 -1.664116 2.655778  -1.244
H34 -1.732248 0.676580 2.350783  0.328
H35 -2.276948 1.043392 4.760898  0.534
H36 -6.176671 -1.029487 6.342910  0.266
H37 -4.945519 -2.276285 6.793189  0.260
H38 -4.738015 -2.379852 2.061233  0.532

Cartesian forces (eV/Å) of the 2 atoms listed first:
-0.12 -0.16 -1.23
-0.09 -0.03 -0.03

## Properties
- LUMO energy (alpha / beta): -5.665 / -5.603 eV
- Net charge: +1
- Frontier orbital gap (alpha / beta): 4.732 / 4.795 eV
- ΔE to the lowest compared entry with this formula, charge and spin: 2.9102 eV

Which formula does entry 2 have? C38H38F5N2O5SSeSn